ORCA calculation (ωB97M-V with the def2-TZVPD basis set) on C38H31ClEuI2N4O6S2 as an isolated structure in a non-equilibrium geometry.

Element x y z (Å)
1 Eu -0.223 0.083 -0.756
2 C 3.248 3.210 0.302
3 C 2.528 2.932 1.562
4 N 3.020 3.417 2.695
5 C 2.462 3.136 3.852
6 C 1.360 2.276 3.995
7 C 0.909 1.911 5.376
8 O 0.809 0.487 5.602
9 C 0.782 1.739 2.840
10 C -0.339 0.859 2.941
11 N -0.935 0.216 1.936
12 C -1.955 -0.634 2.340
13 C -1.812 -1.547 3.433
14 C -2.847 -2.400 3.798
15 C -4.064 -2.386 3.086
16 C -4.241 -1.486 2.026
17 C -3.203 -0.611 1.641
18 I -3.500 0.864 0.189
19 C 1.304 2.106 1.566
20 O 0.784 1.834 0.432
21 H 4.081 3.891 0.537
22 H 2.592 3.690 -0.452
23 H 3.662 2.279 -0.146
24 H 2.943 3.603 4.720
25 H -0.095 2.308 5.620
26 H 1.597 2.379 6.101
27 H 1.635 0.050 5.307
28 H -0.677 0.732 3.983
29 H -0.860 -1.515 3.992
30 H -2.715 -3.100 4.634
31 H -4.865 -3.088 3.361
32 H -5.184 -1.476 1.455
33 O -0.758 4.416 -0.518
34 C -0.745 4.828 -1.829
35 C -0.755 6.207 -2.072
36 C -0.752 6.677 -3.382
37 C -0.701 5.769 -4.453
38 C -0.648 4.402 -4.206
39 C -0.675 3.901 -2.888
40 C -0.696 2.486 -2.629
41 O -1.091 2.065 -1.494
42 N -0.201 1.697 -3.590
43 N -0.207 0.424 -3.349
44 C -0.338 -0.282 -4.560
45 S -0.264 -1.981 -4.769
46 C 0.000 -1.788 -6.548
47 C -0.831 -0.585 -7.041
48 S -0.610 0.759 -5.903
49 H -0.893 3.415 -0.590
50 H -0.812 6.884 -1.208
51 H -0.784 7.757 -3.588
52 H -0.677 6.123 -5.492
53 H -0.571 3.709 -5.047
54 H -0.318 -2.721 -7.036
55 H 1.072 -1.664 -6.742
56 H -1.894 -0.860 -7.105
57 H -0.531 -0.206 -8.030
58 Cl 0.964 -2.919 -1.402
59 C -0.336 -3.730 -0.644
60 C -0.143 -4.952 0.000
61 C -1.210 -5.592 0.655
62 C -2.483 -4.981 0.670
63 C -2.693 -3.775 0.014
64 C -1.630 -3.108 -0.688
65 C -1.872 -1.964 -1.431
66 H 0.865 -5.394 -0.012
67 H -1.048 -6.537 1.176
68 H -3.316 -5.437 1.220
69 H -3.704 -3.349 -0.063
70 H -2.793 -1.400 -1.319
71 H -1.272 -1.759 -2.323
72 I 2.543 -5.367 3.915
73 C 2.673 -3.738 2.642
74 C 1.541 -2.945 2.379
75 C 1.624 -1.869 1.504
76 C 2.834 -1.558 0.871
77 C 3.986 -2.331 1.137
78 C 3.902 -3.419 1.987
79 C 2.998 -0.468 -0.129
80 O 4.059 0.172 -0.224
81 O 1.965 -0.236 -0.922
82 H 0.583 -3.195 2.837
83 H 0.720 -1.250 1.415
84 H 4.938 -2.050 0.651
85 H 4.783 -4.038 2.183

Cartesian forces (eV/Å) of the 3 atoms listed first:
-0.10 -0.31 0.25
0.41 0.34 -0.57
-1.40 -1.09 -0.05

Results
Gap between HOMO and LUMO (alpha / beta) ... 0.1849 / 0.1396 hartree
Electronic energy ... -4699.407637 Eh
ΔE to the lowest compared entry with this formula, charge and spin ... 1.6 kcal/mol
HOMO level (alpha / beta) ... -3.1 / -3.8 eV
Charge ... -1
2S+1 ... 7

ORCA calculation (ωB97M-V with the def2-TZVPD basis set) on C38H31N2O2PdS as an isolated structure in a non-equilibrium geometry.

Element x y z (Å)
1 Pd -0.826 -0.892 -1.203
2 O 1.254 -0.909 -1.147
3 C 1.990 -1.256 -0.033
4 C 1.167 -2.074 1.037
5 C 0.189 -1.225 1.791
6 C 0.372 -0.892 3.129
7 C -0.488 0.010 3.726
8 C -1.475 0.600 2.958
9 C -1.627 0.200 1.636
10 C -2.616 0.846 0.726
11 C -1.903 1.773 -0.344
12 O -0.808 1.170 -0.946
13 C -2.980 2.162 -1.387
14 C -2.562 2.376 -2.700
15 C -3.473 2.695 -3.701
16 C -4.830 2.801 -3.407
17 C -5.259 2.596 -2.104
18 C -4.340 2.282 -1.104
19 C -1.385 3.019 0.414
20 C -0.121 2.936 1.004
21 C 0.413 4.013 1.701
22 C -0.304 5.201 1.819
23 C -1.555 5.302 1.225
24 C -2.090 4.220 0.525
25 N -0.846 -0.744 1.096
26 C 3.149 -2.221 -0.465
27 C 3.109 -2.777 -1.744
28 C 4.107 -3.648 -2.181
29 C 5.170 -3.975 -1.347
30 C 5.221 -3.425 -0.072
31 C 4.222 -2.559 0.362
32 C 2.602 0.008 0.619
33 C 2.656 1.175 -0.156
34 C 3.232 2.400 0.371
35 C 3.735 2.436 1.658
36 C 3.677 1.283 2.439
37 C 3.104 0.061 1.906
38 H 0.636 -2.816 0.452
39 H 1.837 -2.586 1.729
40 H 1.178 -1.346 3.694
41 H -0.372 0.268 4.773
42 H -2.134 1.355 3.370
43 H -3.143 0.085 0.163
44 H -3.322 1.436 1.311
45 H -1.506 2.263 -2.915
46 H -3.125 2.848 -4.717
47 H -5.547 3.029 -4.189
48 H -6.313 2.668 -1.861
49 H -4.704 2.131 -0.093
50 H 0.454 2.023 0.877
51 H 1.403 3.927 2.138
52 H 0.116 6.045 2.356
53 H -2.116 6.229 1.292
54 H -3.062 4.317 0.056
55 H 2.284 -2.488 -2.382
56 H 4.057 -4.065 -3.182
57 H 5.953 -4.644 -1.687
58 H 6.049 -3.667 0.589
59 H 4.292 -2.135 1.359
60 H 2.215 1.134 -1.143
61 H 3.251 3.294 -0.242
62 H 4.158 3.349 2.059
63 H 4.055 1.302 3.455
64 H 3.070 -0.816 2.543
65 S -3.133 -1.566 -1.907
66 C -2.364 -3.094 -1.687
67 C -3.036 -4.304 -1.423
68 C -2.304 -5.450 -1.219
69 C -0.908 -5.399 -1.281
70 C -0.318 -4.185 -1.539
71 N -1.019 -3.060 -1.741
72 H -4.117 -4.294 -1.366
73 H -2.804 -6.385 -1.001
74 H -0.300 -6.282 -1.133
75 H 0.761 -4.090 -1.608

Cartesian forces (eV/Å) of the 3 atoms listed first:
0.07 -0.58 -1.88
-0.05 -0.26 0.50
0.08 -0.05 -0.08

Results
Gap between HOMO and LUMO (alpha / beta) ... 0.2562 / 0.2576 hartree
Electronic energy ... -2252.791911 Eh
ΔE to the lowest compared entry with this formula, charge and spin ... 25.9 kcal/mol
HOMO level (alpha / beta) ... -4.2 / -4.2 eV
Charge ... -1

ORCA calculation (ωB97M-V with the def2-TZVPD basis set) on C38H31N3O4PSn as an isolated structure in a non-equilibrium geometry.

Element x y z (Å)
1 Sn 0.837 0.700 -0.538
2 C -3.313 -0.885 -2.275
3 C -3.814 -1.588 -1.054
4 C -4.872 -2.481 -1.141
5 C -5.340 -3.143 -0.020
6 C -4.750 -2.909 1.211
7 C -3.701 -2.014 1.314
8 C -3.226 -1.346 0.191
9 P -1.796 -0.199 0.295
10 C -0.994 -0.852 1.795
11 C -0.372 -2.065 1.494
12 C 0.401 -2.730 2.418
13 C 0.576 -2.165 3.670
14 C -0.031 -0.964 3.972
15 C -0.838 -0.291 3.060
16 C -1.502 0.975 3.503
17 C -2.597 1.400 0.615
18 C -3.975 1.511 0.779
19 C -4.587 2.749 0.843
20 C -3.815 3.895 0.732
21 C -2.447 3.791 0.572
22 C -1.800 2.554 0.505
23 C -0.327 2.514 0.377
24 H -3.819 -1.246 -3.167
25 H -2.238 -1.039 -2.390
26 H -3.487 0.186 -2.180
27 H -5.338 -2.654 -2.101
28 H -6.156 -3.846 -0.112
29 H -5.101 -3.427 2.092
30 H -3.239 -1.821 2.274
31 H -0.505 -2.471 0.496
32 H 0.881 -3.664 2.169
33 H 1.202 -2.653 4.402
34 H 0.142 -0.511 4.938
35 H -1.543 1.010 4.591
36 H -2.510 1.053 3.106
37 H -0.940 1.841 3.163
38 H -4.577 0.615 0.860
39 H -5.661 2.819 0.968
40 H -4.288 4.870 0.774
41 H -1.854 4.696 0.509
42 H 0.093 2.446 1.385
43 H 0.021 3.463 -0.040
44 C 4.775 3.009 -0.301
45 C 5.167 3.184 -1.625
46 C 4.286 2.858 -2.635
47 C 3.031 2.339 -2.303
48 N 2.680 2.163 -1.022
49 C 3.515 2.494 -0.058
50 C 2.029 1.988 -3.291
51 C 2.341 1.738 -4.630
52 C 1.331 1.373 -5.492
53 C 0.024 1.300 -5.011
54 C -0.191 1.558 -3.673
55 N 0.776 1.871 -2.832
56 H 5.438 3.255 0.513
57 H 6.149 3.572 -1.851
58 H 4.563 3.000 -3.668
59 H 3.148 2.322 0.942
60 H 3.369 1.774 -4.956
61 H 1.550 1.144 -6.524
62 H -0.791 1.024 -5.659
63 H -1.172 1.498 -3.227
64 O 4.511 -5.851 0.644
65 C 3.954 -5.101 1.449
66 O 3.557 -5.287 2.599
67 C 3.660 -3.661 0.888
68 C 3.563 -3.470 -0.486
69 C 3.158 -2.234 -0.954
70 N 2.856 -1.219 -0.155
71 C 2.973 -1.388 1.156
72 C 3.387 -2.587 1.722
73 C 2.553 -0.233 2.042
74 O 3.022 -0.137 3.164
75 O 1.708 0.591 1.555
76 H 3.782 -4.292 -1.151
77 H 3.046 -2.039 -2.018
78 H 3.449 -2.681 2.794

Cartesian forces (eV/Å) of the 3 atoms listed first:
0.11 -0.23 0.58
0.02 0.03 -0.12
0.04 -0.02 0.11

Results
Gap between HOMO and LUMO ... 0.2033 hartree
Electronic energy ... -2487.661889 Eh
HOMO level ... -4.3 eV
Charge ... -1

Question: What is the electronic energy in the second record?
Answer: -2252.791911 Eh

Question: Which formula does entry 1 have?
Answer: C38H31ClEuI2N4O6S2